# C3H11NO2

2 unconnected molecules or ions with the total composition C3H11NO2 (wB97M-V/def2-TZVPD, OMol25).

HOMO level ... -9.63 eV
Gap between HOMO and LUMO ... 0.381 Ha
Multiplicity ... 1
Structure (SMILES) ... CNCCO.O
Relative energy (zero: lowest compared OMol25 entry of this formula, charge and spin) ... 2.408 eV

Last column: Löwdin charge in e.
Atoms and positions in Å:
O  0.493553  -1.732479  1.039374  -0.103
O  0.503802  -3.994056  -1.483914  -0.085
N  0.127935  1.745174  -0.158418  -0.158
C  -1.007364  2.774117  -0.128038  -0.144
C  0.974771  -0.521940  0.376211  -0.207
C  -0.128556  0.610448  0.761821  -0.243
H  0.281269  -3.301418  -0.818203  0.016
H  -0.113428  0.897178  1.862205  0.121
H  -0.367867  -3.913466  -1.923575  0.046
H  1.241708  -2.338921  1.077367  0.079
H  -1.997291  2.612590  0.483289  0.092
H  -1.222134  0.150446  0.692688  0.132
H  -1.396851  2.891546  -1.173091  0.068
H  -0.116973  1.250604  -1.027510  0.076
H  1.805968  -0.212275  0.880226  0.062
H  -0.309613  3.593380  0.328871  0.097
H  1.231077  -0.510928  -0.789298  0.152

Cartesian forces, eV/Å:
O 0.6 0.4 -1.5
O -1.7 1.3 0.5
N -3.0 -1.7 -0.4
C 1.1 0.9 1.2
C -3.5 0.8 -0.6
C -0.7 -1.6 0.2
H 0.9 -0.5 0.0
H 0.7 -0.2 -1.3
H 0.7 -0.7 -0.4
H 0.0 -0.1 0.1
H 2.2 -0.2 -0.6
H 2.0 0.7 -0.3
H 0.8 0.6 0.9
H 0.8 0.4 0.0
H 2.6 0.7 1.0
H -2.5 -0.3 -1.1
H -1.0 -0.6 2.4